1.
C20H15FN2O5S in the gas phase in a non-equilibrium geometry, computed with wB97M-V/def2-TZVPD.

Each line ends with the natural charge from an NBO analysis.
Geometry (Å):
C 1.405274 5.885379 1.295035  -0.26
O 1.158845 4.608531 0.721104  -0.50
C 0.108551 4.516879 -0.090326  0.76
O -0.631564 5.422497 -0.366001  -0.56
C -0.034410 3.130077 -0.623625  -0.24
C -1.022714 2.826035 -1.478450  -0.26
C -1.271893 1.520928 -2.073498  0.65
O -2.180477 1.343369 -2.859323  -0.58
N -0.435059 0.466393 -1.722829  -0.45
C -0.756133 -0.842847 -2.307333  -0.24
C -1.486406 -1.710921 -1.317670  -0.04
C -0.870917 -2.815745 -0.752575  -0.19
C -1.522093 -3.621188 0.179355  -0.27
C -2.805098 -3.271290 0.521245  0.23
C -3.430926 -2.157589 -0.043910  0.30
C -2.795434 -1.363257 -0.964028  -0.29
O -4.696151 -2.041719 0.465425  -0.49
C -4.856453 -3.124179 1.356381  0.24
O -3.663660 -3.878728 1.397196  -0.48
C 0.617048 0.462214 -0.851507  0.36
N 1.202171 -0.618486 -0.587433  -0.51
C 2.324815 -0.797342 0.193610  0.12
C 3.525378 -0.137844 -0.073576  -0.23
C 4.653526 -0.414184 0.673956  -0.27
C 4.570685 -1.347775 1.690425  0.38
F 5.671029 -1.614840 2.427353  -0.33
C 3.394289 -2.021770 1.969512  -0.27
C 2.273534 -1.751022 1.211464  -0.21
S 1.155482 2.009535 -0.064410  0.35
H 0.559952 6.188706 1.915512  0.20
H 2.304053 5.777928 1.896049  0.20
H 1.551106 6.629621 0.509803  0.20
H -1.714428 3.603886 -1.770954  0.26
H -1.388340 -0.640555 -3.174733  0.25
H 0.178287 -1.313083 -2.614416  0.23
H 0.139622 -3.058617 -1.038860  0.22
H -1.045015 -4.482856 0.614967  0.23
H -3.288344 -0.513154 -1.405615  0.24
H -5.085892 -2.742404 2.363876  0.16
H -5.685917 -3.764325 1.014332  0.16
H 3.573802 0.576338 -0.881599  0.22
H 5.589373 0.084467 0.477269  0.23
H 3.369187 -2.747929 2.766482  0.23
H 1.341313 -2.259135 1.402322  0.23

Force components x, y, z for each atom (eV/Å):
C -0.0485 0.4933 0.1099
O 0.0978 -0.3389 -0.0369
C -0.3343 0.3621 -0.1446
O 0.1022 -0.0587 0.0609
C -0.4584 -0.5814 -0.5346
C 0.2888 0.7668 0.4730
C 0.1553 -0.2111 -0.0502
O -0.0914 0.2161 0.0806
N -0.4424 -0.1715 -0.5675
C -0.1679 -0.2612 -0.2728
C 0.0928 -0.1355 -0.0318
C -0.0988 0.0612 -0.1550
C -0.3432 -0.1050 0.1978
C -0.1111 0.5125 -0.3368
C 0.4383 -0.4365 0.1601
C -0.2543 -0.1476 0.2072
O 0.1758 0.2903 -0.2914
C -1.0309 -0.2527 0.6373
O 0.4401 -0.1334 -0.0759
C 0.7359 0.9995 0.9041
N -0.5108 -0.1990 -0.6205
C 0.5147 0.0751 0.3773
C -0.2029 -0.1478 0.0423
C 0.1438 -0.1346 0.2674
C -0.1010 0.0375 -0.0808
F -0.0495 0.0041 -0.0373
C 0.2868 0.0677 0.0716
C 0.0427 0.2339 -0.1028
S 0.0829 -0.7610 -0.0899
H 0.0840 -0.0270 -0.0425
H -0.0565 -0.0101 -0.0398
H 0.0047 -0.0653 0.0812
H -0.0077 0.0152 -0.0031
H 0.2156 -0.0691 0.1420
H -0.1265 0.0638 -0.0028
H 0.1267 0.0149 -0.0341
H 0.0730 -0.1322 0.0593
H -0.0798 0.1453 -0.0864
H 0.1276 -0.0470 -0.2355
H 0.2376 0.1362 0.0072
H 0.0152 0.0482 -0.0877
H 0.1126 0.0269 0.0010
H 0.0239 -0.0683 0.0879
H -0.1025 -0.0758 -0.0075

Values from the calculation:
highest occupied orbital energy = -8.1 eV
SMILES = COC(=O)c1cc(=O)n(Cc2ccc3c(c2)OCO3)/c(=N/c2ccc(F)cc2)s1
total charge = 0

=====

2.
A molecular structure, C20H15I2IrN3O5, computed with wB97M-V/def2-TZVPD.

Each line ends with the natural charge from an NBO analysis.
Geometry (Å):
Ir 0.557082 0.476707 -0.109860  1.32
I 5.223799 -1.180849 5.597163  0.20
C 3.716602 -0.542880 4.314271  -0.18
C 2.934247 0.554095 4.649973  -0.24
C 1.938534 0.974317 3.787720  -0.18
I 0.787749 2.633260 4.291421  0.20
C 1.691906 0.315513 2.577030  0.24
O 0.705484 0.811537 1.799188  -0.70
C 2.485576 -0.797639 2.249746  -0.07
C 2.286220 -1.592388 0.986511  -0.24
N 2.256565 -0.689978 -0.197676  -0.56
C 2.241211 -1.401683 -1.501430  -0.27
C 1.665227 -0.510237 -2.574390  0.21
C 1.974979 -0.648663 -3.913390  -0.22
C 1.355985 0.180099 -4.837248  -0.12
C 0.452138 1.133504 -4.396901  -0.23
C 0.195222 1.231178 -3.043218  0.07
N 0.787841 0.422738 -2.158599  -0.45
C 3.492278 -1.206044 3.120689  -0.23
H 3.100672 1.085425 5.576378  0.25
H 1.339379 -2.134920 0.977393  0.22
H 3.095752 -2.316994 0.879652  0.22
H 3.086768 -0.099502 -0.154404  0.41
H 1.598329 -2.275426 -1.383615  0.25
H 3.238553 -1.749338 -1.771742  0.23
H 2.690964 -1.396274 -4.226167  0.24
H 1.583374 0.084836 -5.890235  0.25
H -0.044911 1.801131 -5.085199  0.25
H -0.486626 1.963249 -2.631361  0.24
H 4.098342 -2.064115 2.858419  0.22
O -0.485033 -1.166136 -0.457674  -0.56
C -1.750736 -1.159549 -0.379309  0.42
C -2.636157 -0.100114 -0.149516  -0.35
C -4.014764 -0.456517 -0.085807  -0.07
C -4.947963 0.498289 0.126138  -0.04
C -4.590793 1.857299 0.285936  -0.09
C -3.284882 2.231198 0.224248  -0.31
C -2.254338 1.274379 0.006828  0.55
O -1.045144 1.693543 -0.060944  -0.66
N -6.366123 0.114421 0.190005  0.54
O -7.167149 1.002663 0.381976  -0.35
O -6.632314 -1.059971 0.045640  -0.37
H -2.189524 -2.148194 -0.521930  0.20
H -4.323781 -1.486592 -0.204475  0.26
H -5.373879 2.582179 0.458825  0.26
H -2.986673 3.262422 0.349957  0.25

Force components x, y, z for each atom (eV/Å):
Ir 0.0026 -0.0357 0.1376
I 0.0111 -0.0072 0.0055
C -0.0409 0.0167 -0.0269
C 0.0562 -0.0683 -0.0167
C -0.0817 0.0311 -0.0391
I 0.0140 -0.0127 0.0027
C -0.0753 0.0243 0.0197
O 0.1560 0.0093 -0.1034
C 0.0284 0.0473 0.0070
C -0.0109 -0.0141 0.0004
N 0.0154 0.0009 -0.0121
C -0.0141 0.0162 -0.0133
C 0.0077 -0.0047 -0.0237
C 0.0085 0.0014 0.0088
C 0.0033 -0.0050 -0.0056
C -0.0070 0.0094 0.0329
C 0.0037 0.0093 -0.0427
N -0.0443 -0.0067 0.0416
C -0.0219 0.0209 0.0368
H 0.0041 -0.0046 0.0050
H 0.0055 -0.0201 0.0207
H 0.0044 0.0072 -0.0112
H 0.0175 -0.0190 0.0164
H 0.0031 0.0000 0.0123
H 0.0006 -0.0035 -0.0001
H 0.0003 0.0021 -0.0005
H -0.0003 0.0022 0.0003
H -0.0008 -0.0016 -0.0009
H -0.0002 -0.0028 0.0061
H 0.0132 0.0031 0.0098
O 0.0561 -0.0017 -0.0603
C -0.0965 0.0040 -0.0359
C -0.0664 -0.1226 -0.0037
C 0.0144 0.0190 0.0085
C 0.0351 0.0195 -0.0076
C -0.0082 -0.0406 -0.0017
C 0.0168 0.0099 -0.0041
C 0.0321 0.0848 -0.0203
O -0.0504 0.0352 0.0269
N 0.0244 0.0031 0.0084
O -0.0162 0.0064 -0.0023
O -0.0081 -0.0035 -0.0040
H 0.0064 -0.0051 0.0248
H 0.0004 -0.0008 0.0029
H -0.0005 -0.0009 0.0002
H 0.0025 -0.0022 0.0009

Values from the calculation:
highest occupied orbital energy = -10.7 eV
total charge = +1

=====

3.
A molecular structure, C20H15IN5O6S2W, computed with wB97M-V/def2-TZVPD.

Each line ends with the Mulliken charge.
Geometry (Å):
W 0.826312 0.035935 -0.099277  1.55
O 1.636699 1.415250 3.596532  -0.40
C 1.692964 0.747186 2.640035  0.02
O 1.147172 1.149730 1.382153  -0.67
C 2.306181 -0.600154 2.444449  1.07
C 2.995029 -1.351895 3.375305  -0.76
C 3.478540 -2.599823 2.976396  -0.31
C 3.273331 -3.059696 1.672116  -0.74
C 2.578764 -2.234792 0.811681  0.95
N 2.119921 -1.049630 1.203882  -0.07
C 2.263112 -2.501690 -0.615339  -0.03
O 2.502133 -3.405679 -1.307552  -0.35
O 1.524100 -1.340292 -1.112700  -0.43
H 3.147600 -0.968487 4.376282  0.57
H 4.022510 -3.215888 3.681548  0.50
H 3.641830 -4.019609 1.333703  0.54
O -1.282255 -0.329135 3.268370  -0.36
C -2.567749 -0.130985 2.873200  0.89
C -3.615185 -0.067496 3.779986  -0.84
C -4.898939 0.182887 3.333538  -0.53
C -5.178118 0.383825 1.977406  -0.83
C -4.149977 0.325806 1.073116  -0.64
C -2.831363 0.055526 1.506240  0.29
C -1.813182 0.017104 0.509097  0.80
O -0.636035 -0.701040 0.750776  -0.32
N -1.833728 0.624244 -0.635620  -0.79
N -0.704459 0.341946 -1.413164  0.49
C -0.961753 0.137440 -2.720952  0.30
S 0.271206 -0.255407 -3.822375  0.04
C -0.780649 -0.056441 -5.296400  -0.58
C -2.185530 -0.473849 -4.907762  -0.62
S -2.560453 0.238101 -3.275828  0.13
H -1.245634 -0.357121 4.233157  0.34
H -3.422719 -0.206160 4.836820  0.39
H -5.703286 0.225736 4.056160  0.43
H -6.189399 0.572907 1.649397  0.45
H -4.341062 0.466360 0.018663  0.46
H -0.366582 -0.695159 -6.075460  0.43
H -0.722860 0.985584 -5.608249  0.35
H -2.293363 -1.555369 -4.830705  0.36
H -2.926902 -0.083644 -5.604020  0.44
I 4.966935 3.037966 -3.538105  0.31
C 3.368310 2.636959 -2.328269  -0.89
C 2.520739 3.554941 -1.714012  0.03
N 1.602414 2.878061 -1.016211  -0.23
N 1.808168 1.548235 -1.127541  0.15
C 2.886283 1.396199 -1.945611  -0.17
H 2.512990 4.634624 -1.721755  0.50
H 0.876187 3.249748 -0.418143  0.18
H 3.241754 0.417144 -2.224957  0.58

Force components x, y, z for each atom (eV/Å):
W 0.4213 -0.5075 -0.6930
O 0.0506 -0.0231 0.0499
C -0.2575 0.2806 -0.2998
O -0.1090 -0.1290 0.3310
C 0.0901 -0.1230 0.1118
C 0.0032 0.0022 -0.0332
C -0.0039 0.0280 0.0035
C -0.0217 0.0650 -0.0299
C 0.1625 -0.0988 0.1479
N -0.1202 -0.0427 0.1324
C -0.0305 0.0869 -0.3361
O 0.0099 0.0041 0.0346
O 0.2542 -0.0481 0.3078
H 0.0058 -0.0141 0.0021
H -0.0019 0.0007 0.0016
H 0.0042 -0.0023 0.0116
O 0.0819 0.0108 0.0264
C -0.0088 -0.0270 0.0010
C 0.0542 0.0138 -0.0405
C -0.0962 0.0206 -0.0129
C 0.0881 -0.0265 0.0855
C 0.0070 -0.0083 0.1417
C -0.2784 -0.0494 -0.1792
C 0.3484 -0.0178 -0.0339
O -0.3254 0.4285 0.0811
N -0.3939 0.0712 0.0254
N -0.0630 -0.0217 0.2521
C -0.0970 0.0305 0.2449
S 0.1791 -0.0349 -0.0376
C -0.0835 0.0135 -0.0536
C 0.0643 0.0601 -0.0324
S -0.1186 0.0206 -0.0284
H -0.0613 -0.0070 0.0271
H 0.0034 -0.0038 0.0122
H -0.0039 -0.0034 -0.0031
H -0.0104 0.0059 0.0066
H 0.0368 -0.0037 -0.0261
H -0.0075 0.0051 -0.0010
H 0.0029 -0.0031 0.0017
H -0.0122 0.0070 0.0016
H 0.0200 -0.0172 -0.0339
I 0.1664 0.0434 -0.1251
C -0.1070 -0.1695 0.0622
C -0.2592 -0.0414 0.1928
N 0.1363 0.0688 -0.0827
N 0.1763 -0.1311 -0.0414
C 0.0227 0.2440 -0.1753
H 0.0563 0.0110 -0.0459
H 0.0321 0.0377 0.0184
H -0.0070 -0.0055 0.0299

Values from the calculation:
highest occupied orbital energy = -16.4 eV
total charge = +3

=====

4.
A molecular structure, C20H16AsF12N3O4S3Tl, computed with wB97M-V/def2-TZVPD.

Each line ends with the Mulliken spin population.
Geometry (Å):
Tl 0.326683 -1.589728 0.733570  0.02
F 2.335704 -4.753986 -3.425614  0.00
C 2.944937 -4.591745 -2.246098  0.00
F 4.243979 -4.872109 -2.409273  0.00
F 2.828743 -3.328547 -1.869253  0.00
S 2.168128 -5.719067 -1.011401  0.00
O 0.890931 -5.127143 -0.723943  0.00
O 2.222300 -7.009920 -1.637266  0.00
N 3.185459 -5.678707 0.199579  0.00
S 2.956243 -4.787025 1.469786  0.00
O 2.674556 -3.400493 1.207422  0.00
O 3.977804 -5.097211 2.431360  0.00
C 1.390749 -5.432639 2.284043  0.00
F 1.058926 -6.651128 1.852423  0.00
F 0.360305 -4.611478 2.076581  0.00
F 1.574964 -5.516923 3.609501  0.00
C -3.379364 4.953267 -2.305394  0.00
C -2.695662 3.595297 -2.096461  -0.01
C -3.735560 2.515753 -2.447831  0.01
C -1.512643 3.527337 -3.073684  0.01
C -2.167014 3.447969 -0.660909  -0.06
C -2.171593 4.549728 0.215304  0.01
C -1.677387 4.492326 1.506349  0.01
C -1.118137 3.301642 1.942297  -0.01
S -0.406219 2.893456 3.465367  0.00
C -0.064075 1.271790 2.837499  0.00
N -0.460838 1.075471 1.630313  0.00
C -1.077490 2.190208 1.100605  -0.10
C -1.632250 2.258003 -0.176009  0.17
C 0.635880 0.277242 3.666281  0.00
C 0.962719 0.623893 4.982478  0.00
C 1.602649 -0.287966 5.798708  0.00
C 1.922886 -1.540355 5.279710  0.00
C 1.600278 -1.853264 3.966651  0.00
C 0.936769 -0.972613 3.101297  0.00
H -3.741168 5.002820 -3.333675  0.00
H -2.691228 5.787429 -2.161164  0.00
H -4.235423 5.088226 -1.640179  0.00
H -4.312522 2.843768 -3.315812  0.00
H -4.427650 2.346869 -1.620634  0.00
H -3.280704 1.562639 -2.701069  0.01
H -1.870642 3.609269 -4.102958  0.00
H -0.954671 2.594904 -2.999754  0.00
H -0.814028 4.345051 -2.885845  0.00
H -2.592948 5.486102 -0.114350  0.00
H -1.723056 5.361062 2.150220  0.00
H -1.135911 0.888237 -1.746488  0.02
H 0.717082 1.603028 5.383837  0.00
H 1.850695 -0.029145 6.821154  0.00
H 2.432939 -2.269850 5.900075  0.00
H 1.903017 -2.827203 3.601626  0.00
F 1.441737 -0.402932 -2.181389  0.00
As 1.205199 -0.095749 -3.882554  0.00
F 1.775548 1.529465 -3.678134  0.00
F -0.439983 0.481106 -3.522490  0.00
F 0.906113 0.235402 -5.561197  0.00
F 0.589779 -1.697093 -4.090700  0.00
F 2.811878 -0.633732 -4.245900  0.00
N -1.701846 1.006961 -0.894532  0.07
C -2.415569 0.032012 -0.452054  0.86

Force components x, y, z for each atom (eV/Å):
Tl 0.0821 -0.1077 0.0505
F 0.0305 0.0248 0.0496
C -0.1486 0.1104 -0.0985
F 0.0610 -0.0698 -0.0048
F 0.0416 0.0109 0.0037
S -0.0162 -0.0602 -0.0312
O -0.0104 -0.0701 -0.0252
O 0.0366 0.0783 0.0234
N -0.0772 -0.1791 0.0420
S 0.3017 0.0691 0.0542
O -0.1178 -0.0458 0.0714
O -0.0807 0.0136 -0.0604
C -0.0939 0.0730 -0.0384
F 0.0250 -0.0114 -0.0140
F -0.0118 -0.0740 0.0290
F 0.0299 0.0406 0.0461
C -0.0024 -0.0048 0.0097
C -0.0095 0.0790 0.0077
C -0.0123 -0.0470 -0.0193
C 0.0569 -0.0726 0.0355
C -0.0314 0.1703 0.0047
C 0.0287 -0.0810 0.0076
C 0.0009 -0.0488 -0.0551
C -0.0552 0.1469 0.0322
S 0.0343 0.0016 -0.0448
C 0.1269 0.0042 0.1972
N -0.1131 -0.0616 -0.0943
C 0.1188 0.0097 0.0884
C -0.1083 -0.1000 -0.1765
C -0.0878 0.0750 0.0150
C 0.0154 -0.0179 0.0905
C 0.0128 -0.0828 -0.0309
C -0.0173 0.0918 0.0398
C 0.0591 -0.0542 -0.0256
C 0.0249 0.0207 0.0349
H 0.0048 0.0047 -0.0034
H 0.0147 0.0084 0.0003
H -0.0135 -0.0109 0.0107
H 0.0109 -0.0079 -0.0116
H -0.0147 0.0161 0.0063
H 0.0091 -0.0004 0.0126
H -0.0093 -0.0010 -0.0065
H -0.0419 0.0518 -0.0462
H -0.0037 0.0339 0.0059
H -0.0067 0.0269 -0.0149
H 0.0009 0.0099 -0.0001
H 0.0517 0.0402 -0.0016
H -0.0065 0.0032 -0.0247
H 0.0122 0.0021 0.0062
H 0.0049 -0.0042 0.0030
H -0.0148 -0.0258 -0.0250
F -0.0604 0.1973 -0.2150
As -0.0763 -0.3592 0.0784
F 0.0100 0.1678 0.1000
F 0.1400 -0.0802 0.1030
F -0.0077 0.0524 -0.0761
F -0.0342 0.0837 0.0209
F -0.0595 0.0694 0.0419
N 0.1569 -0.0286 -0.2193
C -0.1602 -0.0809 0.0409

Values from the calculation:
highest occupied orbital energy (spin up / spin down) = -2.6 / -2.6 eV
expectation value of S² = 0.7554
2S+1 = 2
total charge = -2

=====

> Look up the total charge of the first one.

0